C5H8O2 as an isolated structure, computed with wB97M-V/def2-TZVPD.

Values from the calculation:
* LUMO: 0.0260 Eh
* E_HOMO: -9.57 eV
* calculated total energy: -9406.0796 eV
* HOMO-LUMO gap: 10.281 eV
* energy relative to the best compared isomer or geometry (same formula, charge and spin): 3.753 eV

Last column: natural (NBO) charge in e.
Atoms and positions in Å:
O  0.852  1.652  -0.515  -0.702
H  1.519  0.879  2.001  0.228
H  0.242  -0.476  -1.909  0.220
C  -0.038  1.081  0.405  0.024
C  0.233  -1.059  0.923  0.179
C  0.638  0.403  1.556  -0.026
C  -0.703  -0.269  0.019  -0.271
C  -0.752  -0.550  -1.460  -0.614
H  -1.389  0.196  -1.947  0.220
O  1.510  -0.860  0.618  -0.553
H  -0.082  -2.006  1.391  0.192
H  -0.788  1.845  0.640  0.203
H  -1.685  -0.321  0.495  0.208
H  -1.155  -1.545  -1.661  0.211
H  1.598  1.031  -0.556  0.481

A 2-piece molecular cluster, C5H14N2O overall, computed with wB97M-V/def2-TZVPD.

Values from the calculation:
* LUMO: 0.0245 Eh
* E_HOMO: -7.65 eV
* calculated total energy: -10438.5930 eV
* HOMO-LUMO gap: 8.320 eV
* SMILES string: CCC/C(N)=C/N.O
* energy relative to the best compared isomer or geometry (same formula, charge and spin): 2.435 eV

Last column: natural (NBO) charge in e.
Atoms and positions in Å:
H  -3.106  0.472  -0.371  0.208
H  3.429  -0.086  -0.837  0.384
C  -1.396  1.601  0.568  -0.406
N  2.508  -0.330  -1.177  -0.892
C  -2.293  0.390  0.357  -0.630
H  2.368  -0.720  -2.080  0.372
C  -0.101  1.170  1.228  -0.457
H  0.746  -2.672  -1.899  0.468
H  0.322  -1.376  1.670  0.362
N  1.138  -0.919  1.263  -0.821
O  -0.067  -2.388  -1.460  -0.935
C  0.820  0.237  0.517  0.195
H  -2.933  -0.042  1.160  0.202
C  1.437  0.433  -0.661  -0.137
H  0.557  2.038  1.397  0.229
H  -1.417  2.062  -0.430  0.213
H  -1.719  -0.459  0.005  0.214
H  -0.736  -2.488  -2.137  0.469
H  -1.935  2.416  1.085  0.209
H  -0.305  0.884  2.256  0.222
H  1.171  1.408  -1.092  0.154
H  1.512  -1.630  0.638  0.378

A 2-piece molecular cluster, C4H4BrClO overall, computed with wB97M-V/def2-TZVPD.

Values from the calculation:
* LUMO: 0.0252 Eh
* E_HOMO: -9.57 eV
* calculated total energy: -88823.2338 eV
* HOMO-LUMO gap: 10.256 eV
* energy relative to the best compared isomer or geometry (same formula, charge and spin): 0.772 eV

Last column: natural (NBO) charge in e.
Atoms and positions in Å:
C  2.637  -1.183  2.193  0.474
O  3.135  -0.748  3.125  -0.517
Cl  0.384  1.680  -1.779  -0.069
H  0.838  0.004  -0.135  0.233
C  -0.976  0.498  -1.637  -0.412
Br  -0.028  -0.750  2.324  0.128
C  0.002  -0.211  0.515  -0.284
C  -1.092  -0.032  -0.268  -0.247
H  -1.946  1.046  -2.035  0.237
H  -2.165  -0.028  0.136  0.224
H  -0.790  -0.275  -2.437  0.235

C32H22ClCoN5O3 as an isolated structure, computed with wB97M-V/def2-TZVPD.

Values from the calculation:
* LUMO (spin up / spin down): -0.0323 / -0.0325 Eh
* E_HOMO (spin up / spin down): -6.97 / -6.97 eV
* calculated total energy: -97283.4365 eV
* HOMO-LUMO gap (spin up / spin down): 6.096 / 6.092 eV
* energy relative to the best compared isomer or geometry (same formula, charge and spin): 0.251 eV
* multiplicity: 2

Last column: natural (NBO) charge in e.
Atoms and positions in Å:
C  -0.739  -1.253  -2.081  0.462
H  -1.408  -1.503  3.033  0.222
C  1.656  -1.408  -1.924  -0.106
C  4.527  1.560  0.097  0.034
C  -0.641  0.003  -1.384  0.054
O  8.243  3.397  0.269  -0.488
H  -5.333  2.936  2.493  0.224
C  -5.704  1.998  0.609  -0.266
C  6.813  1.784  -0.632  -0.241
H  7.811  5.324  0.915  0.177
H  6.099  4.004  1.836  0.218
C  -4.039  1.237  2.161  -0.109
N  3.049  0.105  -0.793  -0.158
C  -2.750  -0.776  1.551  0.127
H  -3.544  2.068  4.091  0.217
C  0.588  0.564  -0.991  -0.009
H  7.646  1.489  -1.257  0.224
C  -2.129  -0.738  2.774  -0.216
C  -2.124  -2.898  0.534  0.212
O  -1.924  -1.658  -2.394  -0.730
C  5.586  1.172  -0.736  -0.194
Co  -3.193  -0.852  -1.236  1.139
N  -2.665  -1.734  0.557  -0.571
H  8.328  4.189  2.190  0.177
H  -4.617  -4.285  -3.122  0.217
C  1.773  -0.226  -1.210  -0.019
H  9.501  4.782  0.993  0.201
C  -1.848  -5.072  -0.549  -0.162
N  -1.850  0.593  -1.152  -0.464
C  -0.685  2.459  -0.241  -0.258
O  -4.231  -2.415  -1.439  -0.723
N  -4.318  0.155  -0.003  -0.455
H  3.924  2.856  1.672  0.211
H  -1.052  -5.281  0.156  0.218
H  -2.819  2.289  -0.525  0.198
C  -3.557  -3.523  -1.428  0.439
C  -2.190  -5.998  -1.489  -0.105
C  4.744  2.565  1.027  -0.124
C  8.468  4.483  1.147  -0.253
C  0.529  1.838  -0.385  -0.139
H  2.575  -1.944  -2.125  0.226
C  -5.059  2.148  1.802  -0.122
N  3.230  1.024  0.019  -0.225
C  0.442  -1.921  -2.369  -0.354
C  -2.511  -3.831  -0.482  -0.233
C  7.011  2.825  0.278  0.307
H  -1.899  0.330  4.630  0.222
C  -3.859  -4.521  -2.388  -0.230
C  -3.335  1.272  3.388  -0.198
H  -6.523  2.647  0.332  0.231
H  5.414  0.375  -1.446  0.236
Cl  -1.370  -7.536  -1.551  -0.023
H  -0.751  3.448  0.192  0.223
H  -3.437  -6.455  -3.182  0.224
C  -5.298  0.982  -0.276  0.078
H  -5.782  0.850  -1.236  0.216
C  -3.717  0.234  1.230  0.236
C  -1.855  1.805  -0.638  0.057
H  0.389  -2.855  -2.912  0.231
C  -3.200  -5.721  -2.422  -0.188
C  5.972  3.207  1.117  -0.333
H  1.433  2.321  -0.050  0.254
H  -1.377  -3.215  1.272  0.168
C  -2.415  0.305  3.678  -0.183

C9H14GdN2PS as an isolated structure, computed with wB97M-V/def2-TZVPD.

Values from the calculation:
* LUMO (spin up / spin down): 0.0037 / -0.0588 Eh
* E_HOMO (spin up / spin down): -4.01 / -5.89 eV
* calculated total energy: -53488.2080 eV
* HOMO-LUMO gap (spin up / spin down): 4.113 / 4.289 eV
* multiplicity: 8

Last column: Mulliken charge in e.
Atoms and positions in Å:
C  0.350  -1.914  -4.718  -0.123
C  1.394  0.178  3.975  -0.339
N  1.163  -1.767  2.956  -0.081
H  -2.003  3.555  0.663  0.069
H  -1.651  3.441  -1.419  0.091
H  1.543  -0.066  -5.150  0.371
C  -0.553  -2.233  -3.660  -0.836
H  2.288  -1.654  4.800  0.379
H  1.178  -2.780  2.827  0.219
Gd  0.388  0.666  0.352  0.017
C  1.733  -1.131  4.040  -0.520
H  0.463  2.356  2.037  0.193
H  -0.997  -3.212  -3.476  0.367
C  0.362  -0.907  2.270  0.090
N  0.622  0.346  2.828  0.073
C  -0.762  -1.072  -2.883  -0.155
H  -1.117  1.350  2.023  0.326
C  0.138  -0.024  -3.399  -0.109
H  0.278  0.984  -2.994  0.317
S  -0.869  -1.371  1.178  -0.448
H  1.564  1.012  4.625  0.437
H  0.579  -2.550  -5.574  0.406
C  0.822  -0.578  -4.514  -0.830
H  -0.480  2.050  3.501  0.538
H  -3.092  2.140  -0.485  0.062
C  -0.161  1.586  2.565  -0.872
H  -1.458  -0.941  -2.060  0.497
P  -1.724  2.536  -0.308  -0.140

C32H53NP2Pm as an isolated structure, computed with wB97M-V/def2-TZVPD.

Values from the calculation:
* LUMO (spin up / spin down): -0.1296 / -0.1236 Eh
* E_HOMO (spin up / spin down): -9.83 / -9.87 eV
* charge: +1
* calculated total energy: -70657.6827 eV
* HOMO-LUMO gap (spin up / spin down): 6.306 / 6.508 eV
* multiplicity: 5

Last column: Mulliken charge in e.
Atoms and positions in Å:
H  1.393  3.246  4.547  0.323
P  2.050  -0.432  -7.145  0.296
H  -1.300  1.198  3.433  0.325
H  0.462  1.221  3.195  0.016
C  3.134  2.378  2.723  0.668
H  3.262  0.651  6.531  0.378
H  2.319  -0.288  2.528  -0.115
C  2.282  1.997  1.677  0.207
H  -2.888  0.806  -2.986  0.555
C  -1.223  -1.875  0.709  0.780
H  0.889  -4.246  0.926  0.354
H  1.702  -0.784  -9.567  0.356
H  1.919  2.016  -7.369  0.529
C  -1.086  -0.380  -3.147  0.082
C  1.208  1.186  -7.529  -1.115
H  0.435  -1.610  -8.585  0.292
C  2.746  4.136  0.583  -0.901
P  -0.241  1.368  -6.360  0.695
H  -1.648  -2.868  -1.150  0.293
H  3.782  0.523  3.623  0.442
H  2.407  3.067  6.010  0.332
H  -3.565  -0.801  2.493  0.323
C  3.783  3.631  2.691  -0.754
H  -0.208  0.212  4.447  0.142
C  3.705  0.040  -7.832  -1.186
C  2.479  0.325  5.825  -1.278
H  1.789  1.364  -3.796  0.353
C  1.691  2.556  5.345  -1.111
C  0.153  -0.816  -2.418  -0.479
H  4.090  5.478  1.621  0.365
C  -1.694  1.344  -1.272  -0.391
C  3.588  4.511  1.627  -0.930
H  0.548  3.643  -5.966  0.362
C  0.923  -3.307  0.345  -1.569
H  -3.536  -0.312  0.790  0.408
H  1.416  2.642  -0.211  -0.067
H  0.611  3.341  -2.711  0.544
H  4.229  1.966  4.539  0.469
H  -1.446  1.655  -8.490  0.409
H  -1.568  -1.285  -3.563  0.769
H  4.428  3.894  3.528  0.364
C  -1.610  -0.825  1.596  0.412
C  -2.979  -0.253  1.733  -1.772
H  1.982  -3.025  0.247  0.328
H  -2.747  -0.423  -1.753  0.273
H  2.799  -0.615  5.358  0.344
C  1.957  -1.327  2.596  -0.322
C  3.411  1.513  3.937  -1.424
H  4.143  0.821  -7.200  0.342
H  2.204  -0.547  -1.890  0.687
C  1.448  1.359  -2.746  -0.509
H  -3.048  -2.085  -0.405  0.389
C  0.566  -1.432  2.100  0.094
H  -0.337  3.531  -7.527  0.440
H  1.551  0.149  6.382  0.365
H  2.085  -2.297  -8.683  0.413
H  0.185  -1.872  -2.128  0.610
C  2.092  2.880  0.627  0.115
C  -0.667  2.226  -1.449  -0.589
H  2.282  1.817  -2.188  0.449
H  2.585  4.792  -0.279  0.399
H  0.855  1.198  -8.578  0.472
H  -0.573  3.052  -0.722  0.527
H  -0.366  2.197  -3.604  -0.242
H  0.543  -3.530  -0.660  0.359
C  -1.570  1.010  -7.608  -1.285
Pm  0.429  0.248  0.207  0.673
C  1.288  -0.064  -2.272  -0.609
H  -1.242  3.546  -5.969  0.416
C  -0.399  0.571  3.426  -0.534
H  0.801  2.293  5.932  0.351
C  -2.164  0.342  -2.290  -0.903
H  -2.399  1.529  -0.451  0.728
H  -2.423  -3.600  0.264  0.350
H  4.340  -0.854  -7.798  0.400
H  -2.949  0.799  2.044  0.393
H  2.024  -1.609  3.657  0.222
H  -0.851  0.235  -4.038  -1.069
N  2.239  1.318  4.790  0.599
C  -2.128  -2.638  -0.191  -1.579
C  0.127  -2.237  1.004  0.359
C  1.503  -1.366  -8.656  -1.202
H  3.617  0.396  -8.867  0.331
C  0.215  2.312  -2.671  -0.251
H  2.653  -1.954  2.024  0.291
H  -2.535  1.223  -7.128  0.380
C  -0.326  3.213  -6.474  -1.431
C  -0.506  -0.551  2.460  0.383
H  -1.537  -0.047  -7.906  0.294